Entry 1:
79
Properties=species:S:1:pos:R:3:forces:R:3 method="wB97M-V/def2-TZVPD" spin_multiplicity=1 total_charge=-2 relative_energy_kcal_mol=0.0 e_lumo_ev=3.444
K -0.268 2.124 -1.679 -1.28 1.13 -1.10
C -2.454 0.589 -2.811 -0.22 -0.27 -0.08
C -1.984 1.536 -3.737 -0.30 -0.04 -0.50
C -2.383 2.807 -3.298 -0.38 0.17 -0.45
C -3.101 2.648 -2.100 -0.30 0.12 0.02
C -3.150 1.277 -1.799 -0.31 -0.06 -0.08
H -2.367 -0.489 -2.907 0.08 0.01 0.04
H -1.453 1.321 -4.657 0.10 0.00 0.07
H -2.219 3.741 -3.820 0.14 0.00 0.07
H -3.595 3.436 -1.545 0.08 0.01 0.04
H -3.723 0.827 -0.998 0.14 0.02 0.10
I 3.745 -3.649 -4.554 -0.06 0.14 0.12
C 3.231 -2.089 -3.221 0.08 -0.26 -0.24
C 4.237 -1.470 -2.502 0.03 0.06 0.07
C 3.890 -0.461 -1.617 0.03 -0.02 -0.08
C 2.563 -0.088 -1.449 -0.05 0.11 -0.04
C 1.577 -0.721 -2.196 0.05 -0.01 0.09
C 1.904 -1.728 -3.092 -0.08 0.05 -0.01
C 2.222 1.018 -0.456 0.36 0.01 0.51
O 3.151 1.693 -0.005 0.01 -0.23 0.05
O 0.990 1.137 -0.166 1.31 -1.07 1.41
H 5.272 -1.759 -2.628 -0.01 -0.02 -0.02
H 4.648 0.058 -1.044 -0.04 0.05 0.00
H 0.538 -0.434 -2.071 0.06 -0.06 -0.03
H 1.130 -2.211 -3.674 0.03 -0.02 0.00
C -0.786 2.742 2.089 0.06 -0.07 -0.08
C -0.443 1.640 3.054 -0.06 0.03 0.02
C -0.007 1.967 4.339 0.00 -0.01 0.03
C 0.344 0.986 5.253 -0.02 -0.01 0.02
C 0.280 -0.349 4.885 0.01 -0.05 0.05
C -0.148 -0.683 3.610 -0.06 0.04 0.03
C -0.525 0.291 2.689 0.01 -0.05 -0.10
Sb -1.172 -0.297 0.697 -0.09 -0.31 0.51
C -3.075 -1.379 1.273 0.11 0.13 -0.09
C -3.685 -1.834 0.099 0.00 0.10 -0.06
C -4.918 -2.466 0.074 -0.07 -0.03 -0.01
C -5.608 -2.641 1.261 0.00 -0.03 0.03
C -5.063 -2.141 2.431 0.00 0.01 -0.03
C -3.824 -1.497 2.459 0.00 -0.03 0.02
C -3.390 -0.937 3.791 0.00 -0.05 -0.07
C 0.295 -1.919 0.648 -0.07 0.04 0.03
C 1.532 -1.639 1.228 0.00 -0.02 0.00
C 2.611 -2.498 1.095 0.05 -0.01 0.02
C 2.473 -3.668 0.367 0.01 0.00 0.01
C 1.257 -3.949 -0.235 0.03 -0.03 0.00
C 0.172 -3.084 -0.119 -0.07 -0.02 -0.05
C -1.093 -3.399 -0.868 0.09 -0.02 0.06
H -0.825 3.711 2.586 -0.03 -0.01 0.01
H -1.746 2.558 1.598 0.00 0.06 -0.01
H -0.019 2.784 1.311 -0.01 0.02 -0.02
H 0.071 3.011 4.622 -0.03 0.01 -0.03
H 0.667 1.262 6.251 0.04 0.02 -0.02
H 0.565 -1.127 5.585 -0.01 0.01 0.00
H -0.185 -1.727 3.321 -0.01 0.00 0.03
H -3.185 -1.666 -0.851 -0.08 0.03 0.04
H -5.344 -2.797 -0.866 0.03 0.01 -0.01
H -6.572 -3.137 1.277 0.00 0.02 -0.02
H -5.622 -2.230 3.358 0.00 0.00 0.00
H -4.249 -0.863 4.462 0.02 -0.01 -0.01
H -2.952 0.051 3.684 0.08 0.04 0.04
H -2.648 -1.577 4.268 0.09 0.04 0.03
H 1.676 -0.711 1.765 0.02 0.02 0.01
H 3.565 -2.233 1.537 -0.01 0.00 -0.01
H 3.312 -4.342 0.243 0.00 0.00 -0.02
H 1.154 -4.848 -0.834 -0.02 0.02 -0.02
H -0.962 -4.272 -1.510 0.02 0.00 -0.01
H -1.379 -2.553 -1.499 0.00 -0.06 -0.02
H -1.918 -3.594 -0.183 0.01 -0.02 -0.06
Cl 3.000 1.757 -4.484 0.00 -0.32 -0.29
C 3.135 2.850 -3.119 -0.25 0.49 0.21
C 1.962 3.368 -2.592 0.82 0.34 0.00
C 2.171 4.274 -1.562 0.49 -0.48 -0.58
Cl 0.759 4.992 -0.827 -0.52 0.36 0.38
C 3.417 4.646 -1.070 0.03 0.00 0.00
Cl 3.589 5.782 0.232 0.00 0.06 0.05
C 4.557 4.085 -1.638 -0.16 0.03 -0.03
Cl 6.129 4.538 -1.078 0.08 0.00 0.06
C 4.415 3.175 -2.680 -0.06 -0.05 -0.04
Cl 5.835 2.477 -3.401 0.05 -0.04 0.00

---

Entry 2:
80
Properties=species:S:1:pos:R:3:forces:R:3 method="wB97M-V/def2-TZVPD" spin_multiplicity=4 total_charge=-1 s2=3.79 relative_energy_kcal_mol=16.2 e_lumo_ev="2.377 / 2.425"
V -0.117 -0.307 -1.492 -0.51 0.52 1.57
C -1.962 3.209 2.770 -0.13 0.03 -0.12
C -3.176 2.681 2.349 0.03 0.08 0.09
C -3.273 2.138 1.087 0.06 -0.11 -0.23
C -2.153 2.149 0.243 -0.07 -0.17 0.17
N -0.970 2.591 0.679 -0.02 0.27 -0.01
C -0.889 3.104 1.906 -0.02 0.05 -0.28
C -2.258 1.818 -1.200 0.64 -0.07 -0.23
C -3.470 1.995 -1.855 -0.07 0.13 -0.09
C -3.521 2.120 -3.232 0.27 -0.01 -0.09
C -2.298 2.172 -3.918 -0.52 0.05 0.04
C -1.154 1.886 -3.233 0.57 -0.27 0.75
N -1.104 1.524 -1.904 -1.07 0.58 -0.26
H -1.842 3.642 3.755 0.01 -0.01 -0.03
H -4.036 2.680 3.010 0.04 -0.02 -0.02
H -4.196 1.682 0.759 -0.01 0.01 -0.01
H 0.098 3.446 2.211 -0.02 -0.04 -0.04
H -4.375 2.100 -1.275 -0.01 0.06 0.02
H -4.465 2.256 -3.745 0.02 0.01 0.02
H -2.245 2.414 -4.972 0.00 -0.02 0.03
H -0.194 1.909 -3.734 0.03 -0.19 0.01
S 3.235 0.176 -4.499 0.09 -0.05 -0.25
C 4.009 0.550 -3.020 0.05 0.01 0.01
C 3.156 0.467 -1.963 -0.20 0.10 0.03
C 1.798 0.098 -2.297 0.85 0.19 -0.31
C 1.746 -0.104 -3.661 -0.43 -0.13 -0.08
C 0.531 -0.594 -4.312 0.28 0.14 0.15
C 0.367 -0.819 -5.677 0.11 -0.03 -0.07
C -0.837 -1.308 -6.143 0.11 0.02 -0.14
C -1.861 -1.570 -5.247 -0.08 -0.03 0.07
C -1.642 -1.296 -3.912 0.07 0.11 0.09
N -0.486 -0.806 -3.456 -0.38 -0.22 -0.95
H 5.059 0.805 -3.013 -0.03 0.00 0.02
H 3.503 0.654 -0.953 -0.07 -0.02 -0.05
H 1.190 -0.612 -6.349 -0.02 -0.02 -0.03
H -0.980 -1.486 -7.202 0.03 -0.01 0.00
H -2.813 -1.971 -5.568 0.00 0.01 0.00
H -2.415 -1.443 -3.167 0.01 0.00 0.04
O -3.084 -2.926 -0.413 -0.18 -0.18 0.08
C -2.061 -2.325 -0.669 0.21 0.78 -0.04
O -1.948 -1.025 -0.763 -0.12 -0.48 -0.22
C -0.696 -3.059 -0.893 0.45 0.89 -0.21
O -0.551 -4.243 -0.709 -0.05 -0.37 0.02
O 0.236 -2.217 -1.270 -0.27 -1.36 0.09
N 2.813 -2.096 -0.081 0.03 0.13 0.23
C 2.216 -2.665 1.032 0.19 0.04 -0.29
C 2.711 -3.882 1.512 -0.02 -0.08 0.06
C 2.215 -4.455 2.665 0.00 0.03 -0.02
C 1.201 -3.821 3.371 0.02 0.03 -0.05
C 0.700 -2.619 2.894 -0.02 -0.02 0.06
C 1.186 -2.013 1.736 -0.12 0.12 0.03
P 0.558 -0.376 1.137 0.31 0.16 0.32
C -0.658 -0.004 2.479 0.00 -0.23 -0.02
C -0.322 0.684 3.642 0.04 -0.18 0.19
C -1.220 0.774 4.698 0.02 -0.08 -0.02
C -2.474 0.186 4.603 0.06 -0.04 -0.03
C -2.830 -0.476 3.435 0.05 0.05 0.07
C -1.934 -0.566 2.378 0.04 -0.03 0.05
C 1.973 0.717 1.599 -0.03 -0.02 0.00
C 2.125 1.916 0.904 -0.02 0.02 0.01
C 3.161 2.788 1.217 0.01 -0.04 0.03
C 4.065 2.464 2.220 -0.03 -0.03 0.00
C 3.932 1.264 2.908 -0.04 0.02 -0.05
C 2.892 0.397 2.598 0.02 -0.02 -0.01
H 2.181 -1.570 -0.677 0.01 -0.11 0.01
H 3.327 -2.757 -0.644 -0.02 -0.02 0.01
H 3.487 -4.383 0.943 -0.02 0.03 0.03
H 2.611 -5.405 3.006 -0.01 0.03 -0.01
H 0.797 -4.255 4.276 -0.02 -0.01 -0.02
H -0.094 -2.147 3.455 -0.04 0.06 -0.01
H 0.655 1.141 3.740 -0.01 -0.02 -0.01
H -0.934 1.306 5.598 0.00 0.00 0.01
H -3.168 0.245 5.433 -0.01 0.01 -0.01
H -3.809 -0.928 3.337 0.01 -0.01 0.01
H -2.230 -1.089 1.479 0.01 0.04 -0.05
H 1.423 2.163 0.115 0.00 -0.01 0.00
H 3.268 3.715 0.665 -0.01 -0.03 0.01
H 4.880 3.139 2.457 -0.01 -0.01 0.00
H 4.640 1.000 3.686 -0.02 0.00 -0.03
H 2.798 -0.544 3.129 -0.01 0.02 -0.02

---

Entry 3:
83
Properties=species:S:1:pos:R:3:forces:R:3 method="wB97M-V/def2-TZVPD" spin_multiplicity=2 total_charge=-1 s2=0.80 relative_energy_kcal_mol=8.3 e_lumo_ev="1.717 / 1.716"
Ru -1.630 1.600 -0.549 -1.00 0.39 0.23
N -2.723 1.507 -4.598 0.21 -0.26 0.13
C -2.465 0.146 -4.606 -0.04 0.11 0.21
C -2.083 -0.178 -3.337 -0.21 0.23 -0.04
N -2.079 0.952 -2.555 0.13 0.26 -0.36
C -2.454 1.945 -3.342 0.01 0.19 0.21
C -2.546 3.282 -2.782 0.15 -0.22 -0.06
N -2.243 3.446 -1.511 0.01 0.14 -0.31
C -2.351 4.794 -1.255 -0.14 -0.12 -0.33
C -2.742 5.438 -2.392 0.16 -0.20 0.06
N -2.831 4.470 -3.385 -0.26 -0.04 0.54
H -2.840 2.082 -5.412 -0.08 -0.01 0.00
H -2.591 -0.452 -5.488 0.03 -0.01 -0.05
H -1.807 -1.134 -2.929 0.01 -0.03 0.03
H -2.136 5.196 -0.281 0.04 0.01 0.03
H -2.910 6.478 -2.600 -0.07 0.02 0.00
H -3.388 4.572 -4.215 0.21 0.04 -0.12
Cl 0.533 3.244 2.185 -0.01 -0.05 0.04
C -1.183 3.066 2.376 0.19 -0.02 0.14
C -1.911 2.403 1.387 0.29 0.03 -0.46
C -3.267 2.309 1.674 -0.24 -0.07 0.11
Cl -4.243 1.485 0.458 0.41 0.02 -0.15
C -3.900 2.792 2.810 -0.02 -0.02 0.04
Cl -5.601 2.590 3.052 0.07 0.01 -0.04
C -3.127 3.443 3.767 0.04 -0.03 -0.04
Cl -3.858 4.057 5.208 0.02 -0.01 -0.04
C -1.758 3.578 3.541 -0.11 0.00 0.10
Cl -0.794 4.375 4.738 -0.01 -0.01 -0.04
N 1.429 -0.210 1.974 -0.13 0.18 0.00
C 1.917 -1.305 2.583 0.08 -0.05 0.01
C 2.886 -1.811 1.745 -0.07 0.05 0.01
C 2.881 -0.938 0.638 0.02 -0.04 0.09
N 1.985 0.026 0.788 0.19 -0.08 0.00
H 0.648 0.364 2.252 0.01 -0.03 -0.02
H 1.539 -1.634 3.535 -0.04 -0.02 0.05
H 3.486 -2.689 1.899 0.04 -0.05 0.01
H 3.478 -0.969 -0.259 0.04 0.00 0.01
C -1.373 -0.173 0.201 0.41 0.14 0.15
C -1.300 -1.246 0.812 0.05 -0.30 -0.13
C -1.113 -2.397 1.550 -0.04 -0.04 0.12
C -0.540 -3.579 0.891 -0.06 0.07 0.08
C 0.334 -4.456 1.544 0.00 -0.05 0.02
C 0.870 -5.554 0.891 0.01 -0.01 -0.01
C 0.551 -5.809 -0.437 0.02 0.02 0.00
C -0.293 -4.932 -1.107 0.02 -0.02 -0.04
C -0.819 -3.829 -0.458 -0.01 0.00 -0.03
C -1.477 -2.383 2.969 0.07 0.04 -0.20
C -1.709 -1.153 3.607 0.00 0.06 0.07
C -2.089 -1.089 4.935 0.01 -0.01 0.00
C -2.252 -2.253 5.679 -0.03 -0.01 0.01
C -2.047 -3.479 5.061 0.02 0.01 0.00
C -1.669 -3.547 3.729 -0.04 -0.06 0.02
H 0.621 -4.252 2.567 -0.01 0.00 0.02
H 1.554 -6.207 1.419 -0.01 0.00 -0.01
H 0.968 -6.669 -0.946 0.00 -0.01 0.00
H -0.545 -5.110 -2.146 0.02 0.01 -0.01
H -1.462 -3.134 -0.982 -0.03 0.00 0.00
H -1.601 -0.243 3.028 -0.03 0.00 -0.01
H -2.264 -0.122 5.390 0.01 0.02 0.02
H -2.553 -2.203 6.718 0.01 0.00 0.01
H -2.192 -4.397 5.618 -0.01 0.00 0.00
H -1.556 -4.516 3.262 0.02 0.00 0.00
C 5.940 -0.809 -3.171 0.00 0.01 -0.01
C 4.711 -0.049 -2.748 0.02 -0.09 -0.03
C 3.446 -0.597 -2.862 0.04 0.03 -0.05
C 2.301 0.095 -2.471 0.17 0.11 0.03
C 0.983 -0.577 -2.621 -0.22 -0.11 0.10
C 2.407 1.391 -1.956 0.06 -0.10 0.14
Te 0.768 2.607 -1.355 -0.42 -0.17 -0.14
C 3.690 1.952 -1.823 -0.06 0.04 -0.04
C 3.899 3.320 -1.235 0.04 0.02 0.00
C 4.808 1.230 -2.222 0.05 0.09 0.01
H 5.694 -1.839 -3.426 -0.01 -0.02 -0.01
H 6.687 -0.829 -2.375 0.01 0.00 0.02
H 6.411 -0.352 -4.045 0.01 0.01 -0.02
H 3.337 -1.601 -3.261 -0.02 -0.04 0.02
H 1.109 -1.649 -2.785 -0.03 -0.01 -0.02
H 0.453 -0.151 -3.473 -0.07 0.05 -0.10
H 0.360 -0.423 -1.738 0.01 -0.03 0.01
H 3.672 3.314 -0.167 -0.03 0.01 0.02
H 3.239 4.060 -1.687 0.04 0.02 -0.03
H 4.933 3.639 -1.374 0.03 0.00 0.03
H 5.788 1.685 -2.111 0.02 0.01 0.02

---

What DFT total energy values result from the calculations? In sequence: -5093.51328; -3707.88637; -4497.18106 Eh.